No. 1
{
  "formula": "C4H7CrO2",
  "method": "the ωB97M-V functional and the def2-TZVPD basis",
  "energy_ev": -36768.773,
  "fmax_ha_per_bohr": 0.078,
  "total_charge": 1,
  "de_lowest_ev": 0.000,
  "homo_lumo_gap_ev": [8.78, 8.95],
  "homo_energy_ev": [-13.1, -13.2],
  "e_lumo_ev": [-4.312, -4.203],
  "multiplicity": 5,
  "symbols": ["O", "C", "C", "H", "H", "H", "Cr", "C", "C", "O", "H", "H", "H", "H"],
  "coordinates": [[-1.76923, 1.45983, 0.16786], [-2.08663, 0.30503, -0.16296], [-1.12923, -0.81378, -0.20253], [-1.55911, -1.61404, 0.42350], [-3.11176, 0.13216, -0.53683], [-1.12943, -1.18965, -1.24532], [0.11958, 1.60082, 0.84019], [0.41749, -0.41122, 0.24780], [1.47502, 0.03898, -0.68796], [1.66871, 1.47243, -0.57732], [0.86441, -0.28963, -1.63155], [2.43261, -0.48042, -0.58120], [0.78283, -1.16578, 0.95278], [2.14001, 1.88059, -1.30921]],
  "atomic_forces_ev_per_a": [[-0.7019, -0.9662, 0.1631], [0.1057, 0.9401, -0.5130], [2.3894, 0.1703, -0.0827], [0.3588, 0.0770, -0.1840], [0.1851, 0.0896, 0.2803], [-0.2160, -0.0410, 0.2951], [0.4686, -0.2306, -0.0442], [-2.2490, 0.2385, 2.4395], [-1.9220, -1.9836, -2.8969], [-0.1980, 0.0598, 0.3834], [2.2341, 1.2123, 0.3827], [-0.2901, 0.1985, -0.1252], [-0.2485, 0.3491, 0.0017], [0.0836, -0.1138, -0.0998]]
}

***

No. 2
{
  "formula": "C24H23IrN6O2S",
  "method": "the ωB97M-V functional and the def2-TZVPD basis",
  "energy_ev": -51966.035,
  "fmax_ha_per_bohr": 0.008,
  "total_charge": 1,
  "de_lowest_ev": 1.104,
  "homo_lumo_gap_ev": [7.13, 6.25],
  "homo_energy_ev": [-10.5, -10.7],
  "e_lumo_ev": [-3.407, -4.488],
  "multiplicity": 2,
  "symbols": ["Ir", "O", "C", "C", "C", "C", "C", "C", "C", "N", "C", "C", "N", "C", "C", "C", "C", "C", "C", "C", "O", "H", "H", "H", "H", "H", "H", "H", "H", "H", "H", "H", "H", "H", "H", "C", "C", "N", "N", "C", "N", "S", "C", "C", "C", "C", "C", "N", "H", "H", "H", "H", "H", "H", "H", "H", "H"],
  "coordinates": [[-0.20531, -0.20192, -0.11314], [0.50599, -0.93544, 1.68673], [0.30349, -0.25952, 2.80443], [-0.44154, -0.85250, 3.83614], [-0.64052, -0.19544, 5.03417], [-0.09489, 1.07044, 5.25907], [0.66567, 1.65585, 4.26915], [0.85495, 1.01828, 3.04027], [1.71545, 1.59883, 2.03179], [1.70831, 1.18672, 0.83067], [2.61571, 1.71735, -0.15632], [2.68240, 0.65312, -1.22842], [1.31500, 0.28469, -1.61649], [1.13360, 0.00284, -2.85487], [-0.07368, -0.45772, -3.48169], [-0.00154, -0.89804, -4.81313], [-1.12434, -1.32845, -5.47856], [-2.35499, -1.29772, -4.81579], [-2.45063, -0.85054, -3.51538], [-1.31011, -0.43102, -2.82614], [-1.45774, 0.05424, -1.59731], [-0.84385, -1.84322, 3.66119], [-1.22043, -0.67320, 5.81391], [-0.24846, 1.57127, 6.20459], [1.12722, 2.62322, 4.43468], [2.39407, 2.40239, 2.34063], [3.60454, 1.92815, 0.25847], [2.22323, 2.64577, -0.58604], [3.16994, -0.23753, -0.82493], [3.24070, 1.00129, -2.09834], [1.98486, 0.11237, -3.52855], [0.96086, -0.90004, -5.31168], [-1.05891, -1.67725, -6.49902], [-3.24842, -1.62679, -5.33028], [-3.40130, -0.81480, -2.99997], [-3.78988, -0.45419, 2.24293], [-2.58501, -0.04785, 1.46904], [-1.81910, -0.88898, 0.86240], [-2.09063, -2.21531, 0.88617], [-1.21768, -2.96323, 0.25013], [-1.42965, -4.28509, 0.26957], [0.19282, -2.41256, -0.62956], [-2.19445, 1.36023, 1.33520], [-2.91042, 2.38788, 1.92695], [-2.50204, 3.69714, 1.73001], [-1.39934, 3.94514, 0.93159], [-0.72757, 2.86923, 0.37903], [-1.10030, 1.61150, 0.58781], [-3.88078, -1.53442, 2.24299], [-3.71082, -0.09888, 3.27191], [-4.68707, -0.01768, 1.79952], [-2.21421, -4.65376, 0.77850], [-0.79469, -4.91371, -0.18721], [-3.77593, 2.16324, 2.53228], [-3.04678, 4.51287, 2.18541], [-1.05825, 4.95041, 0.73141], [0.13321, 3.01327, -0.25731]],
  "atomic_forces_ev_per_a": [[0.0134, -0.3120, 0.1663], [0.2929, 0.0281, -0.1079], [-0.1687, 0.0725, 0.2106], [-0.0164, -0.0453, -0.0415], [0.0175, 0.0486, -0.0022], [-0.0305, -0.0303, 0.0121], [-0.0130, 0.0258, -0.0174], [0.0897, -0.0629, -0.0880], [0.0372, -0.0068, 0.0135], [-0.0581, 0.3800, 0.1188], [0.0386, -0.0964, -0.0668], [0.0601, 0.0899, 0.0157], [-0.0746, -0.2042, 0.2469], [-0.0123, 0.0521, -0.0558], [0.0500, -0.0240, -0.0641], [0.0319, 0.0025, 0.0076], [-0.0430, 0.0046, 0.0326], [0.0579, -0.0045, -0.0339], [-0.0760, 0.0087, 0.0543], [-0.0828, 0.0015, -0.0041], [-0.0481, 0.0426, -0.0503], [-0.0051, 0.0046, 0.0066], [0.0003, -0.0066, -0.0012], [0.0052, 0.0076, -0.0031], [0.0050, -0.0049, 0.0045], [0.0304, -0.0360, 0.0280], [0.0150, -0.0040, -0.0286], [-0.0128, -0.0036, 0.0138], [-0.0141, 0.0059, 0.0275], [0.0079, -0.0442, -0.0058], [0.0170, 0.0165, 0.0443], [0.0022, 0.0031, 0.0040], [-0.0024, -0.0008, -0.0012], [-0.0025, -0.0013, 0.0008], [0.0056, 0.0007, -0.0055], [0.0095, 0.0233, -0.0094], [0.0077, -0.1945, 0.0237], [0.0586, 0.1508, -0.2097], [0.0092, -0.1209, 0.0399], [0.0090, 0.0676, 0.0576], [0.0470, -0.0258, -0.0390], [-0.1961, 0.0045, -0.2028], [0.0184, 0.0921, 0.0112], [-0.0171, 0.0251, 0.0152], [0.0003, -0.0178, -0.0038], [0.0073, -0.0121, -0.0085], [-0.0151, 0.0221, -0.0792], [-0.0261, 0.0813, -0.0391], [-0.0141, 0.0003, 0.0008], [0.0099, 0.0083, -0.0028], [-0.0047, -0.0024, 0.0068], [-0.0101, 0.0099, -0.0044], [-0.0067, -0.0054, 0.0059], [0.0006, -0.0052, -0.0018], [-0.0023, -0.0043, 0.0048], [-0.0023, 0.0008, 0.0000], [-0.0001, -0.0051, 0.0040]]
}

***

No. 3
{
  "formula": "C2H10N",
  "method": "the ωB97M-V functional and the def2-TZVPD basis",
  "energy_ev": -3702.105,
  "fmax_ha_per_bohr": 0.124,
  "total_charge": 2,
  "de_lowest_ev": 2.352,
  "homo_lumo_gap_ev": [15.47, 6.77],
  "homo_energy_ev": [-23.8, -23.5],
  "e_lumo_ev": [-8.371, -16.739],
  "multiplicity": 2,
  "symbols": ["N", "H", "H", "H", "H", "C", "C", "H", "H", "H", "H", "H", "H"],
  "coordinates": [[1.28350, -1.36890, -0.25471], [1.60527, -1.99432, -1.02118], [1.44146, -1.90195, 0.58295], [0.34664, -0.89286, -0.46115], [1.83207, -0.53172, -0.06175], [-1.12210, 0.32969, 0.66514], [-0.44553, 1.28873, -0.37845], [-0.77086, 0.33765, 1.75108], [-2.12216, 0.70670, 0.59751], [-1.28394, -0.80274, 0.50497], [-0.73728, 2.25844, -0.14094], [-0.65577, 1.02585, -1.41983], [0.62869, 1.54544, -0.36364]],
  "atomic_forces_ev_per_a": [[-0.6309, 1.2259, -1.0163], [0.0469, 0.8705, -0.0327], [-0.9738, -0.6858, 1.0265], [1.2577, -2.1154, 0.5335], [1.1964, -0.1751, -0.7385], [5.4085, -0.3775, 0.7427], [-2.3837, -5.9291, 0.1243], [-0.3592, 0.7945, -1.4348], [-2.8889, 0.5426, -0.5338], [-0.7710, 1.3033, -0.5336], [-0.4012, 3.6257, 0.6578], [-0.4898, 0.2424, 0.1738], [0.9889, 0.6779, 1.0314]]
}